{
  "formula": "CBrF2I",
  "method": "ωB97M-V/def2-TZVPD",
  "energy_ev": -84611.969,
  "lumo_energy_ha": [0.0125, -0.1263],
  "total_charge": 0,
  "mol_weight_g_mol": 256.8,
  "symbols": ["C", "F", "F", "Br", "I"],
  "coordinates": [[0.005, -0.071, 0.060], [0.897, -0.388, -0.834], [-0.820, -1.027, 0.447], [-0.437, 1.768, 0.263], [-2.238, 5.477, -0.864]],
  "atomic_forces_ev_per_a": [[0.644, 1.156, 2.269], [-0.297, -0.428, -0.891], [-0.137, 0.298, -0.915], [-0.234, -0.973, -0.476], [0.024, -0.054, 0.013]],
  "nbo_charge": [0.57, -0.30, -0.31, 0.04, 0.00]
}



{
  "formula": "C31H38AsCdN8O5PS2",
  "method": "ωB97M-V/def2-TZVPD",
  "energy_ev": -151280.238,
  "lumo_energy_ha": 0.0118,
  "total_charge": 0,
  "mol_weight_g_mol": 885.1,
  "symbols": ["Cd", "S", "C", "C", "C", "C", "C", "C", "As", "C", "C", "C", "C", "C", "C", "C", "C", "C", "C", "C", "C", "H", "H", "H", "H", "H", "H", "H", "H", "H", "H", "H", "H", "H", "H", "C", "C", "N", "O", "C", "C", "N", "O", "H", "H", "H", "H", "H", "H", "H", "S", "C", "N", "C", "C", "C", "C", "H", "H", "H", "H", "H", "C", "O", "P", "O", "C", "O", "C", "H", "H", "H", "H", "H", "H", "H", "H", "H", "N", "N", "N", "C", "N", "N", "H", "H", "H"],
  "coordinates": [[-0.288, 1.135, 0.343], [0.690, 3.303, -0.432], [1.083, 3.079, -2.133], [1.170, 4.250, -2.903], [1.480, 4.212, -4.247], [1.727, 2.993, -4.868], [1.648, 1.833, -4.121], [1.334, 1.846, -2.759], [1.082, 0.126, -1.851], [-0.043, -0.611, -3.265], [0.196, -1.821, -3.900], [-0.702, -2.310, -4.840], [-1.852, -1.597, -5.142], [-2.096, -0.384, -4.512], [-1.197, 0.104, -3.578], [2.809, -0.715, -2.235], [3.911, -0.044, -2.757], [5.139, -0.683, -2.857], [5.281, -1.996, -2.432], [4.191, -2.668, -1.895], [2.967, -2.028, -1.786], [0.978, 5.193, -2.406], [1.514, 5.130, -4.820], [1.973, 2.951, -5.921], [1.833, 0.882, -4.608], [1.087, -2.387, -3.658], [-0.507, -3.255, -5.331], [-2.560, -1.988, -5.863], [-2.987, 0.183, -4.754], [-1.386, 1.056, -3.091], [3.814, 0.984, -3.082], [5.990, -0.149, -3.262], [6.243, -2.488, -2.504], [4.300, -3.688, -1.547], [2.119, -2.531, -1.331], [-4.798, 1.465, -0.963], [-3.422, 1.126, -0.457], [-2.651, 1.939, 0.170], [-3.030, 3.248, 0.398], [-2.923, -0.227, -0.686], [-3.793, -1.307, -1.258], [-1.656, -0.445, -0.438], [-1.138, -1.584, -0.657], [-5.166, 2.424, -0.601], [-5.503, 0.703, -0.635], [-4.803, 1.486, -2.054], [-3.804, 3.467, -0.137], [-4.342, -0.967, -2.137], [-4.513, -1.674, -0.520], [-3.141, -2.127, -1.550], [0.399, -2.100, 2.115], [-0.441, -3.161, 3.085], [-1.450, -2.701, 3.896], [-2.145, -3.474, 4.764], [-1.894, -4.802, 4.866], [-0.895, -5.355, 4.024], [-0.197, -4.565, 3.164], [-1.653, -1.703, 3.828], [-2.892, -2.966, 5.357], [-2.444, -5.424, 5.555], [-0.693, -6.418, 4.074], [0.567, -4.968, 2.516], [-3.153, 0.292, 2.954], [-1.927, 0.207, 3.689], [-0.612, 1.027, 3.137], [0.272, 0.878, 4.493], [1.067, -0.232, 4.891], [-1.163, 2.504, 3.461], [-0.553, 3.687, 2.941], [-3.941, -0.077, 3.609], [-3.103, -0.317, 2.048], [-3.368, 1.326, 2.684], [1.728, 0.121, 5.684], [1.649, -0.635, 4.065], [0.444, -1.030, 5.301], [-1.246, 4.502, 3.129], [-0.383, 3.615, 1.867], [0.392, 3.887, 3.448], [3.762, 2.073, 3.936], [3.464, 1.559, 2.701], [4.365, 1.352, 1.780], [3.608, 0.943, 0.765], [2.310, 0.916, 1.089], [2.239, 1.307, 2.336], [4.647, 1.713, 4.261], [2.986, 1.905, 4.560], [3.998, 0.672, -0.199]],
  "atomic_forces_ev_per_a": [[0.195, 0.283, 0.187], [-0.134, 0.112, 0.184], [0.071, -0.264, -0.017], [0.016, -0.001, 0.016], [-0.016, 0.003, 0.029], [0.032, -0.003, -0.022], [0.037, -0.059, -0.053], [-0.039, 0.194, -0.079], [0.315, 0.277, -0.949], [-0.129, -0.155, 0.042], [0.105, 0.070, 0.118], [-0.037, -0.037, -0.014], [-0.031, -0.028, -0.003], [-0.008, -0.017, -0.013], [0.045, 0.043, 0.053], [-0.054, -0.082, 0.364], [-0.114, 0.077, -0.061], [0.025, -0.036, 0.003], [0.029, 0.034, 0.008], [0.009, -0.072, -0.002], [-0.128, 0.097, 0.001], [-0.027, 0.022, -0.052], [0.037, 0.018, 0.034], [-0.014, -0.022, 0.002], [-0.053, -0.001, -0.014], [-0.017, -0.035, -0.058], [0.011, 0.004, 0.006], [0.020, 0.019, -0.023], [0.001, 0.003, 0.014], [-0.013, 0.015, -0.043], [0.019, -0.009, 0.008], [-0.003, -0.001, -0.004], [-0.010, -0.016, -0.009], [-0.010, 0.005, 0.003], [0.057, -0.068, 0.025], [0.135, 0.085, 0.080], [-0.001, 0.226, 0.094], [0.035, -0.051, 0.188], [-0.050, 0.138, 0.097], [-0.123, -0.102, -0.204], [0.154, 0.111, 0.063], [-0.192, -0.573, -0.097], [-0.057, -0.012, 0.049], [-0.068, -0.042, -0.008], [-0.013, -0.028, -0.055], [-0.026, -0.035, -0.011], [0.005, -0.039, -0.101], [-0.041, 0.014, 0.010], [-0.040, -0.062, -0.047], [-0.039, -0.028, 0.016], [0.094, -0.063, -0.103], [-0.014, 0.255, 0.024], [0.093, -0.101, -0.091], [-0.097, -0.087, 0.103], [-0.006, -0.075, -0.019], [-0.008, 0.142, -0.035], [-0.038, -0.193, 0.076], [0.069, -0.026, 0.069], [0.000, 0.024, -0.031], [-0.042, 0.075, 0.028], [0.040, 0.002, -0.028], [0.009, 0.023, -0.002], [-0.071, 0.038, -0.156], [0.274, -0.075, -0.083], [-0.372, 0.380, 0.682], [-0.019, -0.063, -0.378], [0.050, -0.099, -0.036], [-0.154, -0.040, 0.017], [0.072, 0.021, -0.049], [0.025, -0.023, 0.001], [0.016, 0.009, 0.021], [0.014, -0.017, 0.031], [-0.038, 0.024, -0.006], [0.006, 0.027, 0.003], [-0.038, 0.015, -0.046], [-0.001, -0.016, -0.007], [-0.022, 0.008, -0.014], [-0.014, -0.041, 0.005], [0.032, 0.612, 0.135], [-0.214, -0.319, -0.351], [0.182, 0.085, -0.030], [-0.156, -0.028, 0.009], [0.290, -0.244, 0.247], [0.155, 0.220, 0.262], [-0.009, -0.233, 0.011], [-0.016, -0.155, 0.020], [0.046, -0.035, -0.034]],
  "mulliken_charge": [2.14, -0.73, 0.52, -0.74, -0.63, -0.95, 0.03, -0.33, 1.07, 0.54, -0.38, -0.66, -0.60, -0.70, -0.44, 0.13, -0.57, -0.59, -0.49, -0.69, -0.74, 0.42, 0.36, 0.40, 0.48, 0.33, 0.42, 0.38, 0.44, 0.36, 0.39, 0.41, 0.38, 0.40, 0.51, -1.79, 0.17, 0.41, -0.41, -0.11, -1.83, 1.52, -0.80, 0.67, 0.33, 0.27, 0.26, 0.38, 0.32, 0.38, -0.20, 0.47, 0.12, -0.21, -0.76, -0.07, -0.88, 0.10, 0.41, 0.40, 0.38, 0.42, -0.63, -0.65, 0.07, -0.31, -0.66, -0.42, -0.36, 0.39, 0.16, 0.29, 0.29, 0.26, 0.30, 0.27, 0.00, 0.21, -0.70, 1.11, -1.15, -0.34, 0.37, -0.26, 0.28, 0.31, 0.37]
}



{
  "formula": "C26H57BGaNO10P",
  "method": "ωB97M-V/def2-TZVPD",
  "energy_ev": -112198.187,
  "lumo_energy_ha": 0.0852,
  "total_charge": -1,
  "mol_weight_g_mol": 655.2,
  "symbols": ["C", "B", "O", "Ga", "C", "C", "C", "N", "C", "C", "C", "C", "C", "C", "C", "C", "C", "C", "P", "O", "O", "O", "H", "H", "H", "H", "H", "H", "H", "H", "H", "H", "H", "H", "H", "H", "H", "H", "H", "H", "H", "H", "H", "H", "H", "H", "H", "H", "H", "H", "H", "H", "H", "H", "H", "O", "C", "O", "C", "C", "C", "H", "H", "H", "H", "H", "H", "H", "H", "O", "C", "O", "C", "C", "C", "H", "H", "H", "H", "H", "H", "H", "H", "O", "C", "O", "C", "C", "C", "H", "H", "H", "H", "H", "H", "H", "H"],
  "coordinates": [[1.014, -0.659, 3.780], [0.659, -0.840, 2.237], [0.685, -2.128, 1.759], [0.219, 0.899, 1.112], [1.866, 2.115, 0.953], [3.029, 1.518, 0.161], [3.596, 0.273, 0.823], [4.968, -0.033, 0.367], [-1.193, 2.019, 2.102], [-2.628, 1.473, 2.067], [-2.898, 0.338, 3.056], [-3.021, 0.870, 4.505], [-4.210, -0.387, 2.656], [-4.120, -1.363, 1.480], [-3.096, -2.455, 1.642], [-2.721, -3.285, 0.672], [-1.822, -4.471, 0.964], [-3.178, -3.108, -0.766], [-0.451, 0.360, -1.092], [0.140, -0.908, -1.589], [-0.027, 1.591, -2.106], [-2.095, 0.280, -1.337], [1.917, -0.050, 3.877], [0.204, -0.076, 4.233], [1.111, -1.603, 4.327], [0.452, -2.147, 0.823], [2.155, 2.348, 1.983], [1.545, 3.059, 0.499], [2.723, 1.295, -0.867], [3.853, 2.247, 0.086], [2.922, -0.565, 0.604], [3.619, 0.426, 1.904], [5.299, -0.870, 0.829], [4.938, -0.205, -0.631], [-0.852, 2.201, 3.126], [-1.193, 2.999, 1.604], [-3.331, 2.284, 2.316], [-2.905, 1.129, 1.067], [-2.093, -0.401, 3.036], [-2.175, 0.538, 5.111], [-3.017, 1.962, 4.524], [-3.939, 0.531, 4.985], [-4.643, -0.899, 3.520], [-4.918, 0.402, 2.375], [-3.960, -0.853, 0.527], [-5.098, -1.853, 1.396], [-2.645, -2.620, 2.619], [-1.076, -4.210, 1.714], [-2.437, -5.310, 1.300], [-1.308, -4.788, 0.055], [-2.705, -3.848, -1.413], [-4.261, -3.207, -0.868], [-2.856, -2.130, -1.125], [-0.395, 2.418, -1.744], [-2.455, 1.139, -1.588], [-0.406, 4.355, -2.099], [0.507, 5.000, -2.535], [0.227, 6.022, -3.371], [1.225, 6.933, -3.831], [1.956, 6.408, -5.049], [1.939, 4.639, -2.234], [1.909, 7.196, -3.022], [0.676, 7.838, -4.088], [2.501, 5.491, -4.826], [2.667, 7.150, -5.415], [1.245, 6.183, -5.845], [2.242, 3.847, -2.919], [1.985, 4.246, -1.221], [2.639, 5.468, -2.310], [8.688, -2.622, 0.979], [7.931, -3.233, 1.681], [6.657, -2.817, 1.791], [5.636, -3.570, 2.457], [5.625, -3.315, 3.950], [8.392, -4.423, 2.494], [5.723, -4.630, 2.216], [4.704, -3.220, 2.017], [6.554, -3.637, 4.423], [4.797, -3.848, 4.417], [5.506, -2.249, 4.145], [8.838, -4.057, 3.418], [9.155, -4.946, 1.921], [7.606, -5.133, 2.737], [-6.897, -0.654, -2.263], [-6.098, -0.591, -3.155], [-6.555, -0.309, -4.401], [-5.680, -0.051, -5.499], [-5.224, -1.326, -6.178], [-4.630, -0.873, -2.954], [-4.839, 0.569, -5.185], [-6.273, 0.547, -6.192], [-4.640, -1.952, -5.503], [-4.609, -1.094, -7.048], [-6.088, -1.906, -6.504], [-4.474, -1.951, -2.998], [-4.336, -0.526, -1.969], [-3.976, -0.394, -3.678]],
  "atomic_forces_ev_per_a": [[-0.351, -0.144, -0.265], [0.030, 0.105, -0.107], [0.018, -0.186, 0.072], [0.007, 0.363, 0.986], [-0.541, -0.360, -0.382], [0.435, 0.556, 0.299], [0.050, -0.312, -0.388], [-0.324, 0.410, 0.192], [-0.055, -0.047, -0.832], [0.282, 0.113, 0.337], [-0.854, -0.249, 0.158], [0.388, 0.007, -0.194], [0.272, 0.443, -0.202], [0.069, -0.238, 0.165], [0.124, -0.112, -0.066], [0.099, -0.133, -0.250], [-0.179, 0.403, -0.258], [0.217, -0.135, 0.363], [0.359, -0.042, -0.116], [-0.040, -0.193, -0.031], [-0.598, -0.235, 0.273], [0.044, 0.096, -0.126], [0.061, -0.055, 0.092], [0.066, 0.025, 0.093], [0.159, 0.024, 0.028], [-0.006, 0.056, -0.105], [0.178, 0.015, -0.027], [-0.028, 0.026, 0.031], [-0.062, -0.080, -0.008], [0.026, -0.093, -0.035], [-0.105, 0.040, 0.251], [0.029, -0.035, 0.039], [0.139, -0.081, -0.191], [0.133, -0.164, 0.001], [-0.072, -0.056, 0.074], [0.042, 0.027, 0.108], [-0.172, -0.121, -0.021], [0.176, 0.039, -0.086], [0.151, 0.096, -0.175], [-0.069, 0.035, 0.093], [-0.024, 0.004, -0.001], [-0.005, -0.035, 0.035], [0.104, -0.121, 0.023], [-0.146, -0.079, 0.131], [0.071, 0.143, 0.071], [-0.049, 0.106, -0.134], [-0.197, 0.084, 0.088], [-0.029, -0.148, 0.118], [0.137, -0.096, 0.092], [0.107, -0.007, 0.062], [-0.048, -0.059, 0.000], [-0.040, 0.121, -0.010], [-0.143, 0.061, -0.031], [0.437, 0.134, -0.277], [0.014, 0.025, 0.054], [-0.360, 0.194, 0.019], [0.337, -0.305, -0.016], [-0.181, 0.119, 0.078], [0.116, 0.057, -0.090], [-0.010, -0.112, -0.007], [0.069, 0.263, 0.184], [0.008, -0.039, -0.013], [-0.056, -0.027, 0.020], [0.036, 0.028, 0.034], [-0.008, 0.014, 0.007], [-0.008, 0.039, 0.000], [-0.017, -0.042, 0.005], [-0.054, -0.140, -0.051], [0.003, -0.045, -0.100], [0.007, 0.041, -0.024], [0.037, -0.084, 0.154], [-0.019, 0.093, -0.209], [-0.172, -0.026, 0.146], [0.124, 0.045, 0.030], [-0.107, -0.229, -0.168], [0.041, 0.013, 0.013], [0.029, 0.033, -0.044], [-0.013, -0.056, -0.005], [-0.023, 0.012, -0.024], [-0.055, -0.004, -0.021], [-0.001, 0.010, 0.020], [0.079, 0.110, 0.023], [-0.004, 0.070, 0.085], [-0.065, 0.000, -0.036], [0.187, -0.144, 0.065], [-0.140, 0.130, -0.035], [0.074, -0.027, -0.107], [-0.019, -0.090, 0.063], [-0.074, 0.332, -0.074], [0.007, -0.037, 0.007], [-0.048, -0.001, 0.039], [0.051, 0.042, -0.001], [-0.002, 0.015, -0.001], [-0.008, 0.033, -0.025], [0.009, 0.006, 0.005], [-0.075, -0.133, 0.063], [0.022, -0.100, -0.020]],
  "mulliken_charge": [-0.99, 0.68, -0.86, -0.22, -0.52, -0.83, -0.13, -0.69, -0.65, -0.84, 2.79, -1.65, -1.92, 0.31, -0.33, 0.75, -1.77, -0.57, 0.30, -0.71, -0.49, -0.11, 0.26, 0.09, 0.29, 0.23, 0.51, 0.10, 0.35, 0.36, 0.24, 0.20, 0.20, 0.24, 0.46, 0.39, 0.45, -0.28, -1.02, 0.27, 0.33, 0.49, 0.46, 0.30, -0.48, 0.56, 0.39, 0.31, 0.38, 0.37, 0.39, 0.32, -0.14, 0.25, 0.23, -0.57, 0.60, -0.39, -0.42, -0.95, -0.41, 0.38, 0.31, 0.28, 0.35, 0.29, 0.26, -0.17, 0.37, -0.57, 0.72, -0.30, -0.34, -1.01, -0.96, 0.35, 0.28, 0.33, 0.36, 0.28, 0.24, 0.31, 0.32, -0.58, 0.52, -0.39, -0.31, -0.92, 0.17, 0.36, 0.31, 0.25, 0.34, 0.29, 0.15, -0.53, 0.35]
}



{
  "formula": "BrH10O5",
  "method": "ωB97M-V/def2-TZVPD",
  "energy_ev": -80445.665,
  "lumo_energy_ha": 0.1220,
  "total_charge": -1,
  "mol_weight_g_mol": 170.0,
  "symbols": ["Br", "O", "H", "H", "O", "H", "H", "O", "H", "H", "O", "H", "H", "O", "H", "H"],
  "coordinates": [[-0.320, -0.260, -0.102], [-0.313, 3.156, -0.941], [-0.614, 2.301, -0.706], [-0.947, 3.580, -1.472], [1.496, 1.545, 1.941], [0.706, 2.018, 1.743], [1.219, 0.668, 1.741], [0.604, -3.533, 0.852], [0.130, -2.739, 0.530], [0.009, -4.207, 1.076], [-3.094, -2.106, -0.784], [-2.968, -2.982, -0.412], [-2.365, -1.608, -0.445], [2.321, 1.727, -1.210], [1.797, 1.637, -0.407], [2.340, 0.800, -1.412]],
  "atomic_forces_ev_per_a": [[-0.171, -0.203, 0.070], [1.827, 1.165, 0.846], [-0.623, -1.692, 0.162], [-1.317, 0.492, -0.942], [1.220, 0.742, 0.671], [-0.936, 0.840, -0.260], [-0.278, -1.500, -0.398], [1.477, 1.548, -0.572], [0.097, -0.325, 0.214], [-1.509, -1.098, 0.350], [-1.187, -0.894, -0.370], [-0.021, -0.048, -0.023], [1.184, 0.985, 0.331], [0.194, 0.136, 0.240], [-0.174, 0.668, 0.381], [0.216, -0.817, -0.700]],
  "nbo_charge": [-0.95, -0.96, 0.49, 0.46, -0.96, 0.47, 0.49, -0.97, 0.51, 0.45, -0.96, 0.45, 0.50, -0.95, 0.48, 0.46]
}